# 1
{
  "formula": "C3H7N2O2",
  "method": "ωB97M-V/def2-TZVPD",
  "relative_energy_ev": 2.754,
  "smiles": "C[N+]1=CNO[C@@H]1O",
  "homo_lumo_gap_ev": [10.13, 10.14],
  "homo_ev": [-14.92, -14.92],
  "total_charge": 1,
  "spin_multiplicity": 1,
  "lumo_energy_ev": [-4.8, -4.8],
  "elements": ["C", "H", "H", "N", "H", "N", "H", "H", "O", "C", "H", "O", "C", "H"],
  "coordinates": [[1.008537, -0.895717, 0.303059], [1.723011, -1.324878, -1.333088], [0.736145, -1.483461, 1.233564], [1.937871, 1.063947, -0.113374], [-1.770666, -0.910563, -0.309261], [-0.050320, 0.086727, 0.094348], [0.039538, 2.175657, -0.297118], [2.367498, 1.939835, 0.241447], [2.136398, -0.139187, 0.487110], [0.498798, 1.218778, -0.242043], [-1.547132, -0.388710, 1.292223], [1.110518, -1.751331, -0.714587], [-1.439997, -0.176032, 0.286655], [-2.107663, 0.711557, 0.130687]],
  "atomic_forces_ev_per_a": [[-1.6, -2.0, 2.4], [0.0, -0.5, -0.5], [0.6, 0.6, -0.9], [-4.6, 2.9, -1.9], [-1.1, -2.9, -2.1], [0.7, 2.7, -1.2], [-0.4, 0.5, -0.7], [0.4, -1.4, 0.3], [1.6, 0.2, 1.3], [3.8, -2.0, 2.0], [-0.4, -0.9, 2.1], [0.4, -0.4, -1.1], [-0.5, 3.6, 0.6], [1.0, -0.5, -0.2]]
}


# 2
{
  "formula": "C7H11NO",
  "method": "ωB97M-V/def2-TZVPD",
  "relative_energy_ev": 17.605,
  "homo_lumo_gap_ev": 6.23,
  "homo_ev": -8.21,
  "spin_multiplicity": 1,
  "lumo_energy_ev": -2.0,
  "elements": ["N", "H", "C", "H", "H", "O", "C", "H", "H", "C", "H", "H", "C", "H", "H", "H", "C", "C", "C", "H"],
  "coordinates": [[-1.029807, -0.568277, 0.267476], [-3.079551, 0.927089, -0.791992], [1.893932, 0.850501, 0.517053], [-0.359093, -1.699340, 0.897217], [2.683000, -0.967285, -0.095602], [-1.274453, 2.276985, -0.600740], [-0.313673, 1.448394, -0.525023], [-2.335895, 0.024364, 2.603525], [1.399551, -0.775515, 1.171222], [1.853259, -0.542333, 0.212665], [2.870276, 0.926360, 1.176917], [1.522540, -0.636399, -2.093070], [-2.563245, -0.518535, 0.680619], [-3.236729, -2.310786, 0.332517], [1.032800, 2.728200, 1.067283], [0.732680, -1.894258, -1.354317], [0.828344, 1.720197, 0.431133], [-0.409488, -0.082940, -1.041989], [0.925046, -0.824720, -1.071256], [-1.139493, -0.081703, -1.783632]],
  "atomic_forces_ev_per_a": [[-1.7, -3.5, 3.1], [0.7, -2.0, 2.4], [0.8, 2.6, 1.8], [-2.8, 4.2, -2.7], [4.5, -2.1, -0.3], [3.0, -3.0, -0.6], [-2.0, 1.6, 1.5], [-0.8, -1.0, -3.2], [0.2, -1.7, 0.0], [-6.0, 0.5, -2.5], [-2.2, 1.2, -1.0], [-0.9, 0.6, 2.4], [3.9, -0.4, -1.7], [0.9, 3.2, 0.8], [-1.3, -2.3, -2.1], [-0.1, 0.5, 1.3], [3.1, 1.2, 0.7], [0.5, 1.4, 4.6], [0.9, -0.4, -2.7], [-0.8, -0.6, -1.8]]
}


# 3
{
  "formula": "C10H6BrCoNO2S5SbSe4",
  "method": "ωB97M-V/def2-TZVPD",
  "homo_lumo_gap_ev": [5.27, 5.54],
  "homo_ev": [-8.35, -8.36],
  "spin_multiplicity": 5,
  "lumo_energy_ev": [-3.1, -2.8],
  "elements": ["C", "C", "C", "S", "C", "Se", "O", "Se", "Br", "H", "C", "C", "O", "Se", "Sb", "N", "S", "S", "H", "C", "S", "S", "H", "Co", "C", "H", "C", "C", "Se", "H", "H"],
  "coordinates": [[0.651462, -1.918017, -2.019331], [-1.569346, -0.984737, 0.721533], [-0.657953, 3.101758, 0.803964], [-1.979550, 3.343196, -0.326053], [0.367977, 2.358793, 0.341989], [5.306797, -4.238940, 0.901474], [1.705695, -1.331698, -1.505856], [4.006665, -3.100887, -2.527005], [-1.389691, -0.124790, 2.384155], [-3.634045, -1.440067, 1.061995], [-1.408352, 2.291283, -1.592696], [0.700664, 4.514969, 2.733606], [0.654423, -2.531756, -3.057400], [3.429394, -0.917160, 0.958114], [3.304238, -3.176588, -0.143669], [-0.502273, -1.065193, -0.057714], [0.267683, 1.855255, -1.326744], [1.728848, 1.620391, 1.177400], [1.040460, 5.077666, 1.870379], [-0.608133, -1.756648, -1.204441], [-0.912638, 3.772018, 2.400121], [-2.228841, 1.936785, -2.951433], [-3.850880, -2.647003, -1.111591], [1.456715, -0.218228, 0.003241], [-1.787446, -2.331926, -1.628272], [-1.791220, -2.869367, -2.563951], [-2.800020, -1.539412, 0.384750], [-2.908609, -2.209305, -0.818038], [1.425053, -4.441445, 0.511827], [1.439272, 3.770589, 3.015753], [0.543651, 5.200464, 3.563890]],
  "atomic_forces_ev_per_a": [[-0.1, 0.1, -0.4], [-0.1, -0.1, 0.1], [0.1, -0.2, -0.2], [0.1, -0.2, -0.1], [-0.1, 0.0, 0.3], [0.1, 0.0, 0.0], [0.2, -0.1, 0.2], [0.1, 0.0, 0.0], [0.0, 0.1, 0.0], [0.0, 0.0, 0.0], [0.0, 0.3, -0.2], [0.0, 0.0, 0.1], [-0.1, 0.0, 0.2], [0.3, 0.1, 0.2], [0.1, 0.0, -0.1], [0.1, 0.1, 0.0], [-0.1, 0.1, -0.1], [-0.1, 0.3, 0.0], [0.0, 0.0, -0.1], [-0.2, -0.2, -0.1], [0.1, -0.1, 0.0], [0.0, -0.1, 0.1], [-0.1, 0.0, 0.0], [-0.4, -0.2, 0.0], [0.0, 0.0, 0.1], [0.0, 0.0, 0.0], [0.2, 0.1, 0.0], [0.2, 0.0, 0.0], [-0.2, -0.1, 0.0], [0.0, 0.0, 0.0], [0.0, 0.0, 0.0]]
}


# 4
{
  "formula": "C4H3NO2",
  "method": "ωB97M-V/def2-TZVPD",
  "relative_energy_ev": 5.337,
  "homo_lumo_gap_ev": [7.19, 7.19],
  "homo_ev": [-8.04, -8.04],
  "spin_multiplicity": 1,
  "lumo_energy_ev": [-0.9, -0.9],
  "elements": ["C", "O", "N", "C", "C", "H", "H", "C", "O", "H"],
  "coordinates": [[-1.137708, -0.742011, -0.021934], [1.417488, 1.662534, -0.987213], [0.667652, 0.500015, 0.765136], [-0.685548, -0.443810, -1.182363], [-0.273734, -0.412206, 1.080378], [-0.926188, -0.558036, -2.209765], [-1.336818, -1.213490, 2.559483], [0.818695, 0.576892, -0.554407], [-0.517081, -0.785226, 2.303252], [1.973243, 1.415339, -1.752566]],
  "atomic_forces_ev_per_a": [[-1.2, -1.1, 0.1], [0.9, -0.4, -0.4], [0.5, -0.3, 0.7], [1.6, 0.2, 0.9], [-1.3, 1.4, -1.7], [-0.1, 0.4, -0.5], [-0.3, -0.2, -1.1], [-1.5, -1.2, 1.2], [2.0, 0.7, 1.0], [-0.7, 0.4, 0.0]]
}